{"formula": "C9H8N2O4Yb", "method": "ωB97M-V/def2-TZVPD", "orbital_gap_ev": [4.46, 3.71], "e_homo_ev": [-18.25, -18.25], "spin_multiplicity": 2, "lumo_energy_ev": [-13.8, -14.5], "charge": 3, "s2": 0.7509, "species": ["Yb", "O", "C", "C", "O", "C", "O", "C", "O", "C", "H", "H", "C", "H", "H", "N", "C", "C", "N", "C", "H", "H", "H", "H"], "coordinates": [[-0.261, 0.481, 0.282], [-0.003, 4.225, -0.441], [-0.090, 3.113, -0.171], [-0.206, -1.779, -0.495], [-0.164, -2.895, -0.732], [2.062, 0.275, -0.319], [3.170, 0.109, -0.542], [-2.628, 0.241, -0.400], [-3.716, 0.048, -0.722], [-0.038, 0.897, -4.696], [-0.963, 1.474, -4.708], [0.887, 1.476, -4.659], [-0.040, -0.449, -4.627], [0.885, -1.032, -4.538], [-0.967, -1.031, -4.599], [-0.102, 0.106, 4.098], [0.405, -1.181, 4.268], [0.705, -1.648, 3.013], [0.348, -0.668, 2.099], [-0.112, 0.368, 2.779], [-0.449, 0.729, 4.821], [0.518, -1.636, 5.227], [1.163, -2.580, 2.705], [-0.403, 1.356, 2.359]]}

{"formula": "C30H70I2O11P", "method": "ωB97M-V/def2-TZVPD", "orbital_gap_ev": 5.83, "e_homo_ev": -3.54, "lumo_energy_ev": 2.3, "charge": -1, "species": ["C", "C", "O", "P", "O", "C", "C", "C", "C", "C", "O", "C", "O", "C", "C", "O", "C", "I", "C", "C", "I", "O", "C", "C", "H", "H", "H", "H", "H", "H", "H", "H", "H", "H", "H", "H", "H", "H", "H", "H", "H", "H", "H", "H", "H", "H", "H", "H", "H", "H", "H", "H", "H", "H", "C", "C", "C", "O", "H", "H", "H", "H", "H", "H", "H", "H", "C", "C", "C", "O", "H", "H", "H", "H", "H", "H", "H", "H", "C", "C", "C", "O", "H", "H", "H", "H", "H", "H", "H", "H", "C", "C", "C", "O", "H", "H", "H", "H", "H", "H", "H", "H", "C", "C", "C", "O", "H", "H", "H", "H", "H", "H", "H", "H"], "coordinates": [[1.597, 1.578, -3.521], [0.499, 2.521, -3.093], [-0.454, 1.786, -2.296], [-1.745, 2.555, -1.833], [-1.479, 3.763, -1.012], [-2.777, 1.377, -0.991], [-3.346, 0.121, -1.685], [-2.838, -1.232, -1.140], [-1.562, -1.831, -1.721], [-0.878, -2.729, -0.749], [0.330, -2.203, -0.086], [1.417, -2.071, -0.935], [2.162, -3.279, -1.033], [2.065, -3.965, -2.261], [2.896, -3.358, -3.425], [3.760, -2.310, -3.009], [-1.696, -2.405, -3.001], [-1.053, -0.921, -4.792], [-3.031, -2.926, -3.532], [-3.071, -3.449, -4.976], [-3.665, -4.523, -2.213], [-2.477, 2.900, -3.209], [-3.448, 3.956, -3.241], [-4.445, 3.645, -4.334], [1.999, 1.867, -4.495], [1.160, 0.583, -3.620], [2.404, 1.542, -2.785], [0.885, 3.333, -2.471], [-0.013, 2.946, -3.960], [-2.212, 1.115, -0.088], [-3.610, 2.017, -0.670], [-4.431, 0.162, -1.531], [-3.189, 0.181, -2.768], [-3.680, -1.939, -1.165], [-2.645, -1.055, -0.072], [-1.528, -2.938, 0.111], [-0.599, -3.698, -1.178], [1.081, -1.742, -1.930], [2.087, -1.317, -0.510], [1.019, -4.047, -2.579], [2.420, -4.982, -2.076], [3.509, -4.153, -3.857], [2.221, -3.005, -4.213], [3.428, -1.487, -3.366], [-0.944, -3.185, -3.137], [-3.779, -2.142, -3.411], [-3.470, -4.463, -5.025], [-3.713, -2.820, -5.596], [-2.071, -3.467, -5.408], [-3.952, 4.021, -2.270], [-2.923, 4.898, -3.419], [-5.176, 4.455, -4.409], [-3.945, 3.523, -5.296], [-4.982, 2.723, -4.099], [5.387, -7.456, -1.802], [4.097, -7.646, -2.584], [3.993, -9.041, -3.180], [3.973, -6.652, -3.597], [6.249, -7.584, -2.463], [5.428, -6.453, -1.380], [5.468, -8.182, -0.991], [3.246, -7.470, -1.923], [4.817, -9.214, -3.879], [3.057, -9.153, -3.727], [4.039, -9.807, -2.405], [4.704, -6.755, -4.216], [-2.602, 6.164, 1.804], [-3.612, 6.600, 0.754], [-4.777, 5.625, 0.665], [-2.982, 6.745, -0.514], [-2.185, 5.188, 1.544], [-1.777, 6.876, 1.851], [-3.059, 6.093, 2.793], [-3.989, 7.597, 0.999], [-4.405, 4.637, 0.380], [-5.493, 5.953, -0.090], [-5.295, 5.533, 1.621], [-2.634, 5.869, -0.740], [0.467, -1.226, 3.393], [1.723, -1.865, 3.952], [2.976, -1.181, 3.427], [1.748, -3.258, 3.636], [0.454, -1.320, 2.302], [-0.425, -1.727, 3.771], [0.397, -0.165, 3.640], [1.713, -1.817, 5.045], [3.015, -1.266, 2.338], [3.871, -1.652, 3.836], [2.988, -0.121, 3.688], [1.748, -3.332, 2.673], [-0.915, 9.907, 2.077], [0.320, 9.771, 2.952], [1.442, 10.688, 2.490], [0.760, 8.417, 3.001], [-0.683, 9.627, 1.046], [-1.706, 9.247, 2.430], [-1.290, 10.932, 2.077], [0.062, 10.010, 3.986], [1.741, 10.430, 1.470], [2.313, 10.581, 3.136], [1.128, 11.733, 2.496], [0.991, 8.141, 2.107], [0.530, -4.101, 7.481], [1.905, -3.880, 8.086], [2.971, -4.673, 7.349], [1.906, -4.206, 9.480], [0.249, -5.156, 7.551], [-0.223, -3.521, 8.016], [0.509, -3.814, 6.429], [2.153, -2.817, 8.050], [2.754, -5.743, 7.417], [3.953, -4.500, 7.791], [3.005, -4.400, 6.293], [1.689, -5.141, 9.554]]}

{"formula": "C8H24NOP2", "method": "ωB97M-V/def2-TZVPD", "orbital_gap_ev": 5.20, "e_homo_ev": -2.44, "lumo_energy_ev": 2.8, "charge": -1, "relative_energy_kcal_mol": 1.62, "species": ["C", "C", "C", "P", "P", "C", "C", "H", "H", "H", "H", "H", "H", "H", "H", "H", "H", "H", "H", "H", "H", "H", "H", "H", "C", "O", "N", "C", "C", "H", "H", "H", "H", "H", "H", "H"], "coordinates": [[-0.029, -0.819, 2.491], [0.644, -1.891, 1.615], [2.063, -1.576, 1.145], [2.204, -0.797, -0.615], [2.546, 1.480, -0.026], [3.526, 1.425, 1.550], [0.941, 2.067, 0.700], [-0.755, -0.247, 1.916], [0.711, -0.108, 2.870], [-0.532, -1.258, 3.356], [0.027, -2.039, 0.720], [0.636, -2.844, 2.155], [2.629, -2.507, 1.024], [2.599, -0.969, 1.882], [0.735, -0.553, -0.682], [2.346, -0.280, -1.978], [3.687, -0.925, -0.504], [2.046, -2.161, -1.178], [4.350, 0.725, 1.380], [2.955, 1.075, 2.415], [3.955, 2.402, 1.788], [0.798, 1.770, 1.742], [0.129, 1.612, 0.120], [0.855, 3.153, 0.629], [-2.010, -0.090, -1.291], [-1.989, -0.294, -0.098], [-3.131, 0.235, -1.986], [-3.101, 0.475, -3.407], [-4.377, 0.347, -1.257], [-1.100, -0.153, -1.910], [-3.423, 1.492, -3.650], [-3.744, -0.225, -3.948], [-2.080, 0.347, -3.763], [-4.309, 1.109, -0.480], [-4.631, -0.595, -0.769], [-5.169, 0.615, -1.956]]}

{"formula": "C13H11Cl2NO5", "method": "ωB97M-V/def2-TZVPD", "orbital_gap_ev": 9.37, "e_homo_ev": -9.22, "smiles": "CCOC(=O)[C@@]1(C)OC(=O)N(c2cc(Cl)cc(Cl)c2)C1=O", "lumo_energy_ev": 0.1, "relative_energy_kcal_mol": 36.16, "species": ["C", "C", "O", "C", "O", "C", "C", "O", "C", "O", "N", "C", "C", "C", "Cl", "C", "C", "Cl", "C", "C", "O", "H", "H", "H", "H", "H", "H", "H", "H", "H", "H", "H"], "coordinates": [[2.736, -2.713, 1.903], [1.361, -2.691, 2.506], [0.377, -1.968, 1.770], [-0.393, -2.566, 0.760], [-0.401, -3.805, 0.516], [-1.332, -1.645, -0.032], [-2.177, -2.329, -1.108], [-2.035, -0.749, 0.822], [-1.731, 0.501, 0.663], [-2.097, 1.389, 1.361], [-0.763, 0.632, -0.300], [-0.203, 1.920, -0.778], [-0.264, 3.084, 0.102], [-0.040, 4.356, -0.365], [0.039, 5.552, 0.930], [0.256, 4.613, -1.665], [0.448, 3.478, -2.527], [1.067, 3.689, -4.070], [0.173, 2.175, -2.035], [-0.441, -0.621, -0.655], [0.499, -0.744, -1.440], [3.366, -3.616, 2.174], [3.223, -1.781, 2.342], [2.840, -2.534, 0.860], [1.050, -3.716, 2.548], [1.374, -2.243, 3.523], [-2.910, -1.544, -1.349], [-1.617, -2.642, -2.017], [-2.643, -3.279, -0.942], [-0.429, 2.873, 1.169], [0.482, 5.623, -1.987], [0.183, 1.300, -2.676]]}

{"formula": "C33H34BrCrN8O3S", "method": "ωB97M-V/def2-TZVPD", "orbital_gap_ev": [7.11, 7.19], "e_homo_ev": [-12.88, -13.02], "spin_multiplicity": 4, "lumo_energy_ev": [-5.8, -5.8], "charge": 2, "relative_energy_kcal_mol": 0.00, "s2": 3.7797, "species": ["Cr", "N", "C", "S", "N", "N", "C", "C", "C", "C", "C", "C", "C", "C", "C", "C", "C", "C", "N", "H", "H", "H", "H", "H", "H", "H", "H", "H", "H", "H", "C", "O", "C", "C", "C", "Br", "C", "C", "C", "O", "C", "N", "C", "C", "C", "C", "C", "C", "N", "H", "H", "H", "H", "H", "H", "H", "H", "H", "H", "H", "C", "N", "C", "C", "C", "N", "C", "C", "O", "H", "H", "H", "H", "H", "H", "H", "H", "H", "H", "H", "H"], "coordinates": [[-0.466, 0.536, 0.120], [2.088, 4.012, 0.630], [1.153, 2.970, 0.721], [0.814, 2.231, -0.826], [0.677, 2.687, 1.884], [-0.234, 1.640, 1.816], [-0.736, 1.096, 2.853], [-0.472, 1.589, 4.172], [-1.014, 2.824, 4.491], [-0.962, 3.373, 5.777], [-0.308, 2.673, 6.789], [0.279, 1.474, 6.466], [0.084, 0.847, 5.235], [-1.455, -0.211, 2.740], [-1.998, -0.953, 3.781], [-2.721, -2.101, 3.490], [-2.910, -2.426, 2.166], [-2.260, -1.711, 1.171], [-1.599, -0.602, 1.442], [2.483, 4.205, -0.252], [1.882, 4.742, 1.319], [-1.316, 3.439, 3.639], [-1.351, 4.395, 6.000], [-0.121, 3.184, 7.700], [0.812, 0.969, 7.287], [0.463, -0.120, 5.052], [-2.002, -0.526, 4.804], [-3.152, -2.781, 4.237], [-3.372, -3.299, 1.759], [-2.475, -1.956, 0.146], [-3.007, 2.880, 0.039], [-2.401, 1.684, -0.442], [-2.921, 1.138, -1.573], [-3.985, 1.682, -2.274], [-4.448, 1.003, -3.401], [-5.862, 1.966, -4.254], [-3.752, -0.083, -3.918], [-2.529, -0.559, -3.318], [-2.113, 0.046, -2.094], [-1.013, -0.281, -1.495], [-1.679, -1.526, -3.911], [-0.342, -1.473, -3.788], [0.239, -2.567, -4.415], [1.553, -2.889, -4.609], [1.788, -4.067, -5.288], [0.693, -4.740, -5.858], [-0.657, -4.364, -5.836], [-0.802, -3.272, -5.012], [-2.007, -2.560, -4.717], [-4.003, 2.556, 0.264], [-3.061, 3.552, -0.785], [-2.373, 3.234, 0.792], [-4.511, 2.539, -1.874], [-4.174, -0.581, -4.784], [0.101, -0.588, -3.463], [2.323, -2.318, -4.198], [2.826, -4.443, -5.436], [0.989, -5.598, -6.388], [-1.474, -4.951, -6.327], [-2.957, -2.924, -4.804], [2.525, -0.058, 2.759], [2.982, 0.165, 1.409], [4.412, 0.672, 1.266], [5.074, -0.208, 0.274], [4.289, -0.158, -1.018], [2.853, -0.371, -0.799], [2.067, -0.987, -1.906], [2.254, -0.312, 0.414], [1.033, -0.642, 0.532], [3.219, -0.712, 3.343], [1.601, -0.596, 2.728], [2.267, 0.810, 3.280], [4.765, 0.622, 2.290], [4.400, 1.678, 0.989], [5.064, -1.230, 0.726], [6.114, 0.088, -0.011], [4.680, -0.955, -1.700], [4.452, 0.797, -1.454], [2.507, -1.930, -2.197], [2.215, -0.267, -2.786], [0.977, -1.103, -1.578]]}

Repeat the third record exactly.
{"formula": "C8H24NOP2", "method": "ωB97M-V/def2-TZVPD", "orbital_gap_ev": 5.20, "e_homo_ev": -2.44, "lumo_energy_ev": 2.8, "charge": -1, "relative_energy_kcal_mol": 1.62, "species": ["C", "C", "C", "P", "P", "C", "C", "H", "H", "H", "H", "H", "H", "H", "H", "H", "H", "H", "H", "H", "H", "H", "H", "H", "C", "O", "N", "C", "C", "H", "H", "H", "H", "H", "H", "H"], "coordinates": [[-0.029, -0.819, 2.491], [0.644, -1.891, 1.615], [2.063, -1.576, 1.145], [2.204, -0.797, -0.615], [2.546, 1.480, -0.026], [3.526, 1.425, 1.550], [0.941, 2.067, 0.700], [-0.755, -0.247, 1.916], [0.711, -0.108, 2.870], [-0.532, -1.258, 3.356], [0.027, -2.039, 0.720], [0.636, -2.844, 2.155], [2.629, -2.507, 1.024], [2.599, -0.969, 1.882], [0.735, -0.553, -0.682], [2.346, -0.280, -1.978], [3.687, -0.925, -0.504], [2.046, -2.161, -1.178], [4.350, 0.725, 1.380], [2.955, 1.075, 2.415], [3.955, 2.402, 1.788], [0.798, 1.770, 1.742], [0.129, 1.612, 0.120], [0.855, 3.153, 0.629], [-2.010, -0.090, -1.291], [-1.989, -0.294, -0.098], [-3.131, 0.235, -1.986], [-3.101, 0.475, -3.407], [-4.377, 0.347, -1.257], [-1.100, -0.153, -1.910], [-3.423, 1.492, -3.650], [-3.744, -0.225, -3.948], [-2.080, 0.347, -3.763], [-4.309, 1.109, -0.480], [-4.631, -0.595, -0.769], [-5.169, 0.615, -1.956]]}

Number 2 is which compound? C30H70I2O11P